Molecular formula: C68H166O22
Method: DFT, ωB97M-V/def2-TZVPD

XYZ file:
```
256
Properties=species:S:1:pos:R:3:lowdin_charge:R:1
C 2.01 -4.35 -0.53 -0.0676
O 3.16 -3.51 -0.21 -0.1995
C 2.72 -2.18 0.11 -0.2067
C 1.89 -2.10 1.36 -0.1631
O 2.65 -2.30 2.55 -0.2117
C 2.66 -3.56 3.09 -0.1194
H 2.34 -4.89 -1.46 0.0924
H 1.18 -3.69 -0.86 0.1005
H 1.91 -5.08 0.23 0.0641
H 2.13 -1.74 -0.72 0.1106
H 3.69 -1.60 0.17 0.1008
H 1.22 -2.92 1.22 0.1016
H 1.44 -1.09 1.42 0.1242
H 3.14 -3.51 4.04 0.0791
H 3.23 -4.26 2.45 0.0922
H 1.67 -4.02 3.18 0.0806
C 2.86 1.61 0.12 -0.1066
O 1.58 1.09 -0.13 -0.1739
C 1.19 1.19 -1.49 -0.2237
C -0.12 0.63 -1.58 -0.1972
O -0.19 -0.80 -1.29 -0.1740
C -1.43 -1.41 -1.71 -0.0682
H 3.68 1.09 -0.44 0.0946
H 3.23 1.52 1.12 0.0656
H 2.93 2.69 -0.06 0.0727
H 1.86 0.54 -2.07 0.1156
H 1.32 2.23 -1.83 0.1339
H -0.55 0.79 -2.57 0.1214
H -0.81 1.14 -0.91 0.1049
H -1.50 -1.57 -2.83 0.0931
H -2.32 -0.88 -1.43 0.0563
H -1.59 -2.31 -1.17 0.0666
C -5.87 -4.58 3.94 -0.1172
O -4.55 -4.44 3.56 -0.1910
C -4.42 -4.82 2.22 -0.2191
C -2.92 -4.91 1.83 -0.2041
O -2.19 -3.70 1.80 -0.1767
C -1.69 -3.31 3.10 -0.0920
H -6.49 -3.77 3.54 0.0885
H -5.87 -4.51 5.03 0.0960
H -6.16 -5.57 3.69 0.0721
H -4.84 -4.12 1.51 0.1206
H -4.70 -5.86 2.03 0.1234
H -2.80 -5.30 0.79 0.1012
H -2.41 -5.70 2.52 0.1569
H -2.33 -3.52 3.96 0.0727
H -1.49 -2.22 3.14 0.0735
H -0.74 -3.82 3.33 0.0739
C 2.87 -3.28 -3.69 -0.1149
O 2.09 -4.42 -3.92 -0.1687
C 0.69 -4.24 -3.98 -0.2079
C 0.02 -5.58 -4.06 -0.1708
O 0.47 -6.19 -5.28 -0.1416
C -0.10 -7.37 -5.49 -0.1736
H 3.74 -3.64 -3.20 0.0770
H 2.29 -2.53 -3.09 0.0966
H 3.17 -2.75 -4.58 0.0763
H 0.47 -3.57 -4.80 0.1030
H 0.26 -3.70 -3.13 0.1201
H -1.12 -5.57 -3.99 0.1351
H 0.31 -6.10 -3.15 0.1112
H -1.12 -7.14 -5.55 0.0690
H -0.06 -8.06 -4.65 0.0888
H 0.27 -7.80 -6.39 0.0901
C 2.14 0.26 -5.02 -0.1153
O 0.90 -0.39 -4.98 -0.1789
C 0.42 -0.84 -6.22 -0.2141
C -1.06 -1.12 -6.16 -0.1697
O -1.37 -2.15 -5.22 -0.2285
C -2.61 -2.68 -5.31 -0.1433
H 2.21 0.93 -4.17 0.0645
H 2.16 1.03 -5.84 0.1062
H 3.05 -0.33 -5.05 0.0782
H 1.01 -1.78 -6.50 0.1529
H 0.58 -0.14 -7.02 0.1157
H -1.26 -1.44 -7.18 0.1248
H -1.61 -0.23 -5.84 0.1343
H -3.29 -1.86 -5.08 0.0715
H -2.65 -3.56 -4.64 0.0980
H -2.80 -3.06 -6.35 0.1068
C -9.56 -2.14 -0.73 -0.1243
O -8.57 -1.83 -1.66 -0.1603
C -9.12 -1.82 -2.93 -0.2494
C -8.12 -1.28 -3.92 -0.1726
O -7.43 -2.38 -4.57 -0.1876
C -6.29 -1.99 -5.30 -0.1120
H -9.79 -3.19 -0.65 0.0736
H -10.53 -1.65 -1.02 0.0994
H -9.21 -1.85 0.28 0.0983
H -9.96 -1.21 -2.91 0.0996
H -9.33 -2.84 -3.31 0.1464
H -7.43 -0.68 -3.34 0.1220
H -8.72 -0.64 -4.56 0.1190
H -5.55 -1.62 -4.60 0.0511
H -6.55 -1.25 -6.06 0.0935
H -5.87 -2.93 -5.69 0.0954
C 1.54 0.21 3.87 -0.0598
O 1.62 0.94 5.12 -0.2053
C 2.32 0.25 6.16 -0.2065
C 1.38 -0.41 7.18 -0.2398
O 0.87 -1.54 6.56 -0.1792
C -0.48 -1.85 6.86 -0.0892
H 2.55 0.02 3.52 0.0697
H 1.11 0.92 3.18 0.0614
H 0.96 -0.75 3.97 0.1035
H 3.08 0.93 6.68 0.1353
H 3.05 -0.55 5.82 0.1358
H 0.60 0.29 7.49 0.1272
H 2.02 -0.58 8.03 0.1152
H -0.75 -2.81 6.47 0.0650
H -1.09 -1.11 6.38 0.0742
H -0.78 -1.92 7.97 0.1136
C 6.28 -2.31 1.49 -0.1065
O 6.52 -0.96 1.80 -0.1854
C 5.75 -0.48 2.88 -0.2069
C 5.90 1.03 2.93 -0.1688
O 5.18 1.76 1.92 -0.2079
C 5.92 1.96 0.76 -0.1153
H 6.72 -3.14 2.09 0.0987
H 6.48 -2.54 0.39 0.0996
H 5.18 -2.47 1.50 0.0604
H 6.21 -0.85 3.86 0.1436
H 4.71 -0.82 2.94 0.1029
H 6.95 1.29 2.85 0.1216
H 5.48 1.38 3.91 0.1334
H 5.98 1.07 0.20 0.0490
H 6.94 2.34 0.96 0.1109
H 5.30 2.65 0.20 0.0771
C 5.13 -1.05 -2.10 -0.0967
O 6.01 -0.07 -2.65 -0.2140
C 7.35 -0.01 -2.13 -0.1807
C 8.06 1.23 -2.61 -0.1748
O 8.48 1.08 -3.97 -0.1691
C 7.76 1.85 -4.86 -0.1339
H 4.23 -1.03 -2.79 0.0922
H 4.92 -1.08 -0.99 0.0615
H 5.66 -2.03 -2.26 0.0956
H 7.91 -0.85 -2.60 0.1369
H 7.35 -0.11 -1.04 0.1125
H 8.95 1.30 -2.02 0.1205
H 7.53 2.15 -2.42 0.0937
H 6.76 1.47 -4.88 0.0775
H 8.24 1.73 -5.84 0.0901
H 7.74 2.93 -4.61 0.0882
C -0.43 -7.79 -0.18 -0.0832
O -1.78 -7.40 -0.21 -0.1801
C -2.42 -7.68 -1.38 -0.2524
C -3.64 -6.82 -1.49 -0.1352
O -3.35 -5.37 -1.68 -0.2201
C -4.48 -4.56 -1.94 -0.1264
H -0.09 -7.91 0.86 0.0891
H 0.21 -7.09 -0.72 0.0684
H -0.31 -8.84 -0.66 0.1201
H -2.72 -8.72 -1.49 0.1274
H -1.78 -7.48 -2.26 0.1218
H -4.23 -6.76 -0.56 0.1235
H -4.22 -7.11 -2.33 0.1114
H -5.22 -4.61 -1.15 0.0743
H -4.96 -4.81 -2.88 0.0737
H -4.24 -3.46 -1.97 0.0989
C 4.20 6.99 -4.31 -0.0977
O 4.67 6.52 -3.06 -0.1910
C 6.06 6.27 -3.15 -0.2431
C 6.52 5.39 -2.06 -0.1916
O 6.33 4.02 -2.35 -0.2079
C 5.04 3.57 -2.77 -0.0704
H 3.15 6.82 -4.30 0.0786
H 4.65 6.53 -5.18 0.0857
H 4.39 8.07 -4.35 0.0913
H 6.46 7.27 -3.05 0.1325
H 6.36 5.83 -4.07 0.1142
H 5.93 5.69 -1.17 0.1161
H 7.54 5.60 -1.73 0.1379
H 4.82 4.01 -3.75 0.0850
H 4.21 3.81 -2.12 0.0747
H 5.10 2.49 -2.98 0.0845
C -6.60 -0.89 4.63 -0.1093
C -5.42 -0.18 4.02 -0.2630
C -4.62 -0.99 2.97 -0.1814
C -3.63 -0.02 2.22 -0.1822
C -2.48 0.61 3.05 -0.2257
C -1.44 1.35 2.15 -0.0862
H -7.03 -0.26 5.43 0.0760
H -6.34 -1.88 5.05 0.0732
H -7.33 -0.92 3.89 0.0439
H -5.80 0.71 3.49 0.1091
H -4.74 0.17 4.78 0.0986
H -5.27 -1.42 2.35 0.0580
H -4.10 -1.82 3.48 0.0996
H -3.30 -0.48 1.27 0.1069
H -4.28 0.77 1.85 0.0685
H -2.81 1.28 3.88 0.1015
H -1.97 -0.18 3.63 0.0835
H -0.92 0.65 1.53 0.0544
H -1.98 2.08 1.51 0.0677
H -0.71 1.83 2.79 0.0355
C 4.36 7.45 1.03 -0.1080
C 3.69 6.10 0.73 -0.2539
C 2.15 6.30 0.72 -0.2401
C 1.41 5.05 0.35 -0.2955
C -0.06 5.22 0.31 -0.2297
C -0.66 3.89 -0.25 -0.0834
H 5.42 7.44 0.94 0.0455
H 4.14 7.72 2.12 0.0960
H 3.93 8.27 0.46 0.0641
H 3.85 5.64 -0.22 0.0695
H 3.90 5.32 1.51 0.1058
H 1.85 7.07 -0.06 0.1321
H 1.80 6.71 1.70 0.1237
H 1.73 4.61 -0.57 0.0987
H 1.70 4.32 1.17 0.1235
H -0.39 5.47 1.32 0.1039
H -0.28 6.09 -0.31 0.1083
H -0.16 3.05 0.12 0.0259
H -1.70 3.71 0.07 0.0545
H -0.72 3.99 -1.30 0.0635
C -6.41 4.27 1.77 -0.1005
C -6.53 3.82 0.29 -0.2446
C -5.34 2.99 -0.22 -0.2217
C -5.33 2.55 -1.69 -0.2292
C -4.13 1.70 -1.92 -0.2762
C -3.82 1.33 -3.37 -0.0948
H -5.52 4.05 2.32 0.0564
H -7.12 3.78 2.38 0.0413
H -6.67 5.34 1.91 0.0772
H -7.49 3.31 0.10 0.1082
H -6.54 4.69 -0.31 0.0822
H -5.16 2.20 0.52 0.0965
H -4.50 3.69 -0.15 0.1049
H -6.28 2.14 -2.02 0.1119
H -5.17 3.43 -2.30 0.1171
H -3.32 2.35 -1.56 0.0947
H -4.07 0.73 -1.31 0.1237
H -4.54 0.64 -3.80 0.0544
H -3.87 2.14 -4.06 0.0638
H -2.86 0.87 -3.47 0.0362
C 3.41 5.18 5.36 -0.1012
C 2.73 4.17 4.41 -0.2534
C 1.20 4.37 4.28 -0.2056
C 0.50 3.97 5.61 -0.2098
C -1.01 3.80 5.43 -0.2499
C -1.89 5.09 5.42 -0.1063
H 3.28 6.19 5.01 0.0648
H 4.45 5.03 5.38 0.0461
H 3.01 5.11 6.37 0.0682
H 3.18 4.23 3.38 0.0898
H 3.00 3.15 4.77 0.0983
H 0.81 3.73 3.44 0.1033
H 1.06 5.43 4.08 0.1017
H 1.03 3.19 6.12 0.0838
H 0.66 4.86 6.26 0.1106
H -1.19 3.28 4.48 0.0737
H -1.49 3.15 6.17 0.0982
H -1.59 5.78 4.58 0.0788
H -2.90 4.83 5.15 0.0474
H -1.86 5.69 6.34 0.0671
```

Calculated values
LUMO: 0.540 eV
HOMO-LUMO gap: 9.365 eV
spin multiplicity: 1